ORCA calculation (the ωB97M-V functional and the def2-TZVPD basis) on C11H15CoO5P as an isolated structure.

Calculated values
LUMO (spin up / spin down)	-12.02 / -17.29	eV
charge	+3
gap between HOMO and LUMO (spin up / spin down)	0.309 / 0.178	hartree
HOMO level (spin up / spin down)	-20.4 / -22.1	eV
energy above the lowest of the compared OMol25 structures with the same formula, charge and spin	42.97	kJ/mol
spin multiplicity	5

Geometry (Å):
O1 -0.848 -3.057 -2.273
C1 -1.272 -2.035 -1.952
Co1 -1.906 -0.316 -1.303
O2 -4.353 -0.812 -2.854
C2 -3.328 -0.660 -2.282
C3 -2.526 1.307 -0.669
O3 -3.041 2.257 -0.336
C4 -0.967 0.474 -2.695
O4 -0.509 1.035 -3.606
C5 -2.681 -1.130 0.117
O5 -3.112 -1.640 1.016
C6 2.117 1.609 -1.230
C7 1.797 0.324 -0.527
P1 0.044 -0.072 -0.050
C8 0.373 -1.713 0.723
C9 1.370 -1.854 1.863
C10 -0.184 1.227 1.224
C11 0.869 1.548 2.288
H1 1.646 1.692 -2.204
H2 3.206 1.667 -1.381
H3 1.824 2.466 -0.616
H4 2.158 -0.510 -1.132
H5 2.318 0.299 0.439
H6 -0.565 -2.122 1.078
H7 0.758 -2.322 -0.120
H8 1.092 -1.310 2.769
H9 1.373 -2.930 2.119
H10 2.379 -1.598 1.514
H11 -0.298 2.145 0.610
H12 -1.121 0.969 1.752
H13 1.818 1.880 1.836
H14 0.485 2.419 2.855
H15 1.084 0.762 3.024

Force components x, y, z for each atom (eV/Å):
O -1.8075 4.1041 1.1894
C 3.1417 -6.9696 -2.2446
Co 3.6021 0.2512 0.5400
O 6.4984 0.8656 3.5380
C -12.1085 -1.8595 -7.0888
C -2.5829 5.5225 1.8680
O 0.9860 -1.7674 -0.5768
C 3.9560 4.4500 -7.6723
O -2.0439 -2.6504 4.3179
C -2.2732 -2.4498 4.5409
O 0.0661 0.3165 -0.5399
C -1.4864 -0.3377 0.4354
C 2.4952 1.6992 -0.2324
P 1.2576 -1.8728 1.6939
C 0.1209 0.2951 0.0111
C 0.3942 -0.4268 -0.0825
C 1.2929 2.0292 1.3697
C -0.1128 -0.6140 -0.5199
H 0.1984 -0.0279 -0.2894
H 0.3343 0.1064 0.0376
H 0.4158 0.2639 0.0427
H -0.6486 -0.6696 -0.3115
H -0.3157 -0.1078 0.1140
H -0.4075 -0.3125 -0.2568
H -0.4471 0.0410 0.1627
H 0.1337 -0.0099 -0.1921
H 0.1370 0.4983 -0.0494
H -0.1219 -0.0119 0.4475
H -0.1193 -0.3922 0.1543
H -0.0991 -0.4837 -0.2570
H -0.2320 0.2875 0.0631
H 0.1776 0.0709 0.0210
H -0.4016 0.1620 -0.2339

ORCA calculation (the ωB97M-V functional and the def2-TZVPD basis) on an isolated ion of composition C6H13N2OS and charge +1.

Calculated values
LUMO	-4.07	eV
charge	+1
gap between HOMO and LUMO	0.361	hartree
HOMO level	-13.9	eV
energy above the lowest of the compared OMol25 structures with the same formula, charge and spin	321.64	kJ/mol

Geometry (Å):
C1 0.612 1.720 -0.045
C2 0.316 -0.673 0.426
C3 1.769 -0.620 -0.053
C4 0.089 -0.744 1.977
C5 1.981 -1.118 -1.413
C6 -2.689 0.316 -0.556
N1 -0.342 0.442 -0.249
N2 0.154 2.933 0.150
O1 -1.636 0.801 0.262
S1 2.193 1.158 0.121
H1 -0.326 -1.496 -0.077
H2 2.422 -1.226 0.545
H3 0.789 -0.164 2.589
H4 0.462 -1.713 2.285
H5 -1.022 -0.486 2.109
H6 2.091 -2.252 -1.355
H7 3.026 -0.919 -1.836
H8 1.066 -0.872 -2.069
H9 -2.460 0.334 -1.642
H10 -3.678 0.783 -0.318
H11 -2.868 -0.674 -0.216
H12 -0.742 2.990 -0.103
H13 0.841 3.730 0.021

Force components x, y, z for each atom (eV/Å):
C -1.6274 -4.0423 0.7256
C -1.7545 -1.4527 0.4387
C -0.8962 0.0989 0.5840
C -0.3871 0.4895 -1.1884
C 0.3273 -1.9960 -2.8623
C -1.0140 -0.4280 -0.6933
N 1.2059 5.2470 0.4234
N 5.5846 -0.3780 -0.2795
O 1.4485 0.8613 0.0888
S 0.3257 0.5486 -0.0428
H 1.6985 0.4607 0.9820
H 0.2700 0.3430 1.1129
H -0.4924 0.9259 -0.4362
H -0.9728 -0.7637 0.0012
H 1.8949 -0.7543 0.5135
H -0.7417 1.2112 -0.0176
H -1.7020 0.5439 0.2947
H 1.9247 -0.2516 0.4950
H -0.1039 0.1972 0.7624
H 1.2829 0.5082 -0.1580
H -0.0690 -1.3298 -0.2500
H -4.6975 1.0974 -0.8727
H -1.5043 -1.1364 0.3785

ORCA calculation (the ωB97M-V functional and the def2-TZVPD basis) on an isolated ion of composition C2H2NO3S and charge -1.

Calculated values
LUMO	3.72	eV
charge	-1
gap between HOMO and LUMO	0.299	hartree
HOMO level	-4.4	eV
energy above the lowest of the compared OMol25 structures with the same formula, charge and spin	217.55	kJ/mol

Geometry (Å):
C1 -1.557 0.353 0.392
C2 1.309 0.929 -0.130
N1 -0.117 0.097 0.427
O1 2.179 0.722 0.695
O2 1.021 1.612 -1.062
O3 -0.967 -1.896 -0.884
S1 -2.184 -0.958 -0.515
H1 0.167 -0.160 1.374
H2 0.149 -0.700 -0.297

Force components x, y, z for each atom (eV/Å):
C -0.2784 -1.2904 -1.1475
C -0.1718 2.1032 1.7427
N 0.8636 -1.4577 -0.8131
O -0.1661 -0.6130 -0.7047
O 0.2889 -0.1130 -1.0614
O -1.6485 0.4639 -0.2869
S 2.4484 0.5645 0.7737
H -0.0629 -0.0130 -0.3703
H -1.2731 0.3555 1.8675

Please write out number 2 again, unchanged.
ORCA calculation (the ωB97M-V functional and the def2-TZVPD basis) on an isolated ion of composition C6H13N2OS and charge +1.

Calculated values
LUMO	-4.07	eV
charge	+1
gap between HOMO and LUMO	0.361	hartree
HOMO level	-13.9	eV
energy above the lowest of the compared OMol25 structures with the same formula, charge and spin	321.64	kJ/mol

Geometry (Å):
C1 0.612 1.720 -0.045
C2 0.316 -0.673 0.426
C3 1.769 -0.620 -0.053
C4 0.089 -0.744 1.977
C5 1.981 -1.118 -1.413
C6 -2.689 0.316 -0.556
N1 -0.342 0.442 -0.249
N2 0.154 2.933 0.150
O1 -1.636 0.801 0.262
S1 2.193 1.158 0.121
H1 -0.326 -1.496 -0.077
H2 2.422 -1.226 0.545
H3 0.789 -0.164 2.589
H4 0.462 -1.713 2.285
H5 -1.022 -0.486 2.109
H6 2.091 -2.252 -1.355
H7 3.026 -0.919 -1.836
H8 1.066 -0.872 -2.069
H9 -2.460 0.334 -1.642
H10 -3.678 0.783 -0.318
H11 -2.868 -0.674 -0.216
H12 -0.742 2.990 -0.103
H13 0.841 3.730 0.021

Force components x, y, z for each atom (eV/Å):
C -1.6274 -4.0423 0.7256
C -1.7545 -1.4527 0.4387
C -0.8962 0.0989 0.5840
C -0.3871 0.4895 -1.1884
C 0.3273 -1.9960 -2.8623
C -1.0140 -0.4280 -0.6933
N 1.2059 5.2470 0.4234
N 5.5846 -0.3780 -0.2795
O 1.4485 0.8613 0.0888
S 0.3257 0.5486 -0.0428
H 1.6985 0.4607 0.9820
H 0.2700 0.3430 1.1129
H -0.4924 0.9259 -0.4362
H -0.9728 -0.7637 0.0012
H 1.8949 -0.7543 0.5135
H -0.7417 1.2112 -0.0176
H -1.7020 0.5439 0.2947
H 1.9247 -0.2516 0.4950
H -0.1039 0.1972 0.7624
H 1.2829 0.5082 -0.1580
H -0.0690 -1.3298 -0.2500
H -4.6975 1.0974 -0.8727
H -1.5043 -1.1364 0.3785